[1]
{
  "formula": "C3H6INO",
  "method": "ωB97M-V with the def2-TZVPD basis set",
  "smiles": "C/N=C(/C)OI",
  "homo_ev": -9.083,
  "relative_energy_kj_mol": 187.71,
  "charge": 0,
  "orbital_gap_ev": 8.8,
  "symbols": ["C", "N", "C", "C", "O", "I", "H", "H", "H", "H", "H", "H"],
  "xyz": [[-1.3561, 1.5254, 0.2940], [-0.9969, 0.1909, -0.0970], [0.0830, -0.3478, -0.1251], [0.5330, -1.6890, -0.6089], [1.2551, 0.4880, 0.5139], [2.9306, -0.2661, 1.0495], [-1.6143, 2.1796, -0.5182], [-0.4865, 2.0516, 0.7702], [-2.3345, 1.6483, 0.9364], [-0.2421, -2.4572, -0.5930], [0.8146, -1.3106, -1.5952], [1.4142, -2.0131, -0.0266]],
  "atomic_forces_ev_per_a": [[-0.19, 1.42, 2.05], [-2.59, 0.55, -0.79], [2.90, 0.27, 2.72], [0.20, 1.11, 0.28], [-2.33, -0.53, -1.42], [1.04, -0.24, 0.39], [0.03, -0.24, -1.06], [-0.96, -0.49, 0.06], [2.07, -0.98, -0.85], [0.02, 0.42, -0.27], [0.37, -1.26, -0.48], [-0.55, -0.02, -0.63]],
  "nbo_charge": [-0.446, -0.460, 0.619, -0.700, -0.823, 0.444, 0.213, 0.208, 0.213, 0.251, 0.247, 0.235]
}


[2]
{
  "formula": "C9H8O3",
  "method": "ωB97M-V with the def2-TZVPD basis set",
  "smiles": "C[C@]12C=C[C@H]1c1c(O)oc(O)c12",
  "homo_ev": -7.545,
  "relative_energy_kj_mol": 507.23,
  "charge": 0,
  "orbital_gap_ev": 8.2,
  "symbols": ["C", "C", "C", "C", "C", "C", "C", "O", "O", "C", "O", "C", "H", "H", "H", "H", "H", "H", "H", "H"],
  "xyz": [[-1.9199, -1.0694, -1.0580], [-1.0887, -0.1766, -0.1266], [-1.7490, 0.4655, 1.2521], [-1.3560, 1.6724, 0.8618], [-0.6505, 1.3137, -0.4131], [0.7444, 0.8083, -0.1318], [2.0993, 0.8376, -0.0645], [3.0039, 1.7254, -0.4983], [2.5552, -0.4846, 0.1490], [1.4782, -1.3381, 0.3827], [1.5903, -2.5842, 0.7259], [0.3393, -0.5622, 0.1459], [-2.7729, -1.6194, -0.5420], [-1.1181, -1.6692, -1.5464], [-2.3254, -0.4624, -1.8589], [-2.1831, 0.0743, 2.1064], [-1.5832, 2.6155, 1.2675], [-0.7686, 1.9459, -1.1654], [3.6659, 1.2420, -1.0196], [2.0391, -2.7346, 1.5333]],
  "atomic_forces_ev_per_a": [[0.49, 0.05, 0.23], [-2.29, -0.80, 2.23], [1.76, 0.06, -3.88], [-0.78, -0.51, 0.17], [1.14, -2.07, 4.10], [1.63, -1.48, 0.26], [-1.46, -1.58, -1.09], [0.80, -0.11, 0.18], [0.54, 0.24, 0.90], [-3.35, 4.71, -1.26], [0.26, -1.90, -1.29], [2.32, 0.47, 0.26], [1.46, 0.41, -0.73], [-1.19, -0.41, 0.29], [-0.42, 0.14, -0.05], [-0.89, -0.79, 1.38], [0.16, 1.19, 0.62], [-0.86, 2.13, -3.87], [-0.13, 0.25, 0.17], [0.80, -0.02, 1.36]],
  "nbo_charge": [-0.634, 0.036, -0.182, -0.162, -0.262, -0.160, 0.553, -0.669, -0.478, 0.547, -0.662, -0.193, 0.227, 0.226, 0.217, 0.203, 0.195, 0.216, 0.491, 0.492]
}


[3]
{
  "formula": "C5H17NO3",
  "method": "ωB97M-V with the def2-TZVPD basis set",
  "smiles": "C/C=C(\\C)NC.O.O.O",
  "homo_ev": -8.023,
  "relative_energy_kj_mol": 170.10,
  "charge": 0,
  "orbital_gap_ev": 8.5,
  "symbols": ["C", "C", "C", "C", "N", "C", "H", "H", "H", "H", "H", "H", "H", "H", "H", "H", "H", "O", "H", "H", "O", "H", "H", "O", "H", "H"],
  "xyz": [[1.9907, -0.4576, 0.4558], [0.5867, -0.8022, 0.8624], [-0.4012, -0.0743, 0.3378], [-0.2342, 1.1367, -0.5525], [-1.7197, -0.3692, 0.7936], [-2.6980, 0.6490, 1.1344], [1.9209, 0.3718, -0.2394], [2.5454, -0.0665, 1.3198], [2.5731, -1.2901, 0.0809], [0.5578, -1.6647, 1.5236], [-1.2270, 1.5196, -0.8043], [0.3719, 0.9080, -1.4302], [0.2498, 1.9769, -0.0313], [-2.1332, -1.2471, 0.5381], [-3.0791, 0.3685, 2.1208], [-2.2616, 1.6618, 1.1878], [-3.5553, 0.7731, 0.4568], [-0.6339, -1.9253, -2.9564], [-1.5427, -1.7347, -3.2268], [-0.3734, -1.1161, -2.4950], [0.9631, 1.3970, 3.0756], [1.2230, 0.6489, 3.6096], [0.3331, 1.1521, 2.4099], [2.4569, -0.2629, -2.5726], [2.2441, -1.1652, -2.2901], [1.8428, -0.3874, -3.3080]],
  "atomic_forces_ev_per_a": [[-0.05, 0.65, 0.66], [1.71, 0.13, -1.07], [-1.24, -0.54, 1.49], [-0.19, 0.32, 0.48], [-0.39, 0.36, -0.60], [0.06, 0.27, 0.22], [0.66, -0.28, -0.25], [-0.09, -0.13, -0.01], [0.04, -0.16, -0.33], [-0.98, 0.29, 0.05], [0.19, -0.22, -0.39], [-0.17, 0.16, -0.09], [0.12, -0.29, -0.10], [0.27, -0.16, -0.06], [-0.22, 0.47, -0.01], [0.11, -0.56, 0.21], [0.17, -0.35, -0.12], [-0.14, 0.43, 0.01], [0.19, -0.17, -0.02], [-0.02, -0.18, 0.11], [0.66, 1.26, 0.60], [-0.29, -0.41, -0.20], [-0.34, -0.82, -0.29], [-1.09, -1.19, -0.58], [0.89, -0.09, 1.18], [0.14, 1.21, -0.87]],
  "nbo_charge": [-0.649, -0.228, 0.143, -0.695, -0.668, -0.417, 0.224, 0.221, 0.202, 0.211, 0.222, 0.235, 0.232, 0.383, 0.199, 0.200, 0.179, -0.940, 0.472, 0.468, -0.953, 0.473, 0.481, -0.918, 0.464, 0.460]
}


[4]
{
  "formula": "C16H52F12O12P2",
  "method": "ωB97M-V with the def2-TZVPD basis set",
  "homo_ev": -4.140,
  "charge": -2,
  "orbital_gap_ev": 7.8,
  "symbols": ["P", "F", "F", "F", "F", "F", "F", "P", "F", "F", "F", "F", "F", "F", "C", "O", "H", "H", "H", "H", "C", "O", "H", "H", "H", "H", "C", "O", "H", "H", "H", "H", "C", "O", "H", "H", "H", "H", "C", "O", "H", "H", "H", "H", "C", "O", "H", "H", "H", "H", "C", "O", "H", "H", "H", "H", "C", "O", "H", "H", "H", "H", "C", "O", "C", "C", "O", "C", "H", "H", "H", "H", "H", "H", "H", "H", "H", "H", "C", "O", "C", "C", "O", "C", "H", "H", "H", "H", "H", "H", "H", "H", "H", "H"],
  "xyz": [[4.9762, 0.4622, 1.7866], [4.1934, 0.0959, 3.1466], [4.8722, 2.0486, 2.1285], [6.3667, 0.4259, 2.6608], [5.8672, 0.8446, 0.4437], [5.2183, -1.0870, 1.3592], [3.6116, 0.5460, 0.9660], [-0.3034, 0.7274, 0.2298], [0.1693, 0.0126, -1.1154], [-1.3948, 1.6695, -0.5456], [-1.5285, -0.3217, 0.5204], [-0.6349, 1.4554, 1.6336], [0.6817, -0.3156, 0.9790], [0.8393, 1.8857, 0.0719], [-4.2540, 1.3966, 1.4401], [-3.3000, 2.0966, 2.2074], [-3.7883, 0.6055, 0.8454], [-4.9028, 0.8813, 2.1523], [-4.8201, 2.0229, 0.7466], [-2.4130, 2.0056, 1.8336], [0.4383, -1.7388, 4.0055], [-0.7634, -2.0457, 3.3027], [0.7606, -2.5897, 4.6053], [1.2150, -1.4698, 3.2809], [0.3938, -0.8536, 4.6516], [-1.1938, -1.1863, 3.2272], [4.0048, 3.5319, -0.6262], [3.0834, 3.4354, 0.4481], [3.5021, 4.2655, -1.2862], [4.9552, 4.0148, -0.4033], [4.1574, 2.6011, -1.1729], [2.4295, 2.7928, 0.1349], [2.5414, -2.4801, -0.8126], [2.8262, -3.8696, -0.9770], [2.9001, -2.0576, 0.1225], [3.0463, -1.8040, -1.5243], [1.4974, -2.2522, -1.0481], [2.8474, -3.9849, -1.9315], [-2.5882, 2.7141, -4.1790], [-3.0734, 2.1421, -2.9914], [-1.8733, 2.0340, -4.6686], [-3.4342, 2.8561, -4.8541], [-2.0507, 3.6664, -4.0784], [-2.3214, 1.9266, -2.4227], [-1.6173, -3.8311, -0.6544], [-1.3570, -3.0900, 0.5059], [-2.6875, -3.9838, -0.8816], [-1.1995, -3.4522, -1.5939], [-1.2467, -4.8518, -0.5093], [-1.2102, -2.1847, 0.1913], [1.6941, 2.0220, 4.3563], [1.9639, 2.2752, 3.0015], [1.7880, 2.9717, 4.8960], [0.6670, 1.6599, 4.4941], [2.4147, 1.3316, 4.8128], [1.4759, 1.6380, 2.4682], [-1.9329, 4.9845, -0.4483], [-2.0789, 5.2900, 0.9315], [-2.8123, 5.3038, -1.0255], [-1.1126, 5.5532, -0.8951], [-1.7911, 3.9209, -0.6315], [-2.1940, 4.4456, 1.3815], [-1.0216, -5.1389, 5.5937], [-1.6881, -4.5321, 4.5279], [-2.8156, -3.7635, 4.9175], [-3.8779, -3.7865, 3.8292], [-3.3793, -3.1939, 2.6594], [-4.2800, -2.3104, 2.0618], [-0.9032, -4.4789, 6.4615], [-0.0553, -5.4979, 5.2483], [-1.5693, -6.0098, 5.9886], [-2.4742, -2.7359, 5.0632], [-3.2481, -4.1659, 5.8420], [-4.7646, -3.3132, 4.2747], [-4.1925, -4.8135, 3.6020], [-5.3092, -2.6770, 1.9196], [-3.9068, -2.0148, 1.0851], [-4.4397, -1.4194, 2.6831], [0.4320, -0.1701, -8.3450], [1.0976, 1.0550, -8.2332], [2.1826, 1.0246, -7.3295], [1.7441, 0.9177, -5.8530], [2.8737, 1.0579, -5.0424], [2.4833, 1.5366, -3.7616], [0.8959, -0.8882, -9.0364], [-0.5290, 0.0076, -8.8437], [0.1941, -0.6609, -7.4013], [2.7607, 1.9414, -7.4466], [2.8838, 0.2245, -7.5973], [1.2193, -0.0274, -5.6956], [0.9899, 1.6961, -5.7024], [2.4739, 2.6309, -3.7883], [3.1655, 1.2950, -2.9439], [1.5373, 1.1017, -3.4296]],
  "atomic_forces_ev_per_a": [[1.74, 1.39, 0.11], [-0.33, -0.51, -0.22], [0.03, -0.42, -0.03], [0.12, -0.27, -0.19], [-0.40, 0.16, 0.13], [-0.66, -0.14, 0.52], [-0.22, -0.42, -0.31], [1.19, -0.54, 0.96], [-0.81, 0.33, -0.93], [0.33, -0.10, -0.16], [0.00, 0.16, -0.55], [-0.66, 0.05, 0.53], [-0.02, 0.82, 0.42], [-0.40, -0.75, -0.65], [0.41, -0.78, -0.02], [0.03, 0.57, 0.03], [0.07, 0.09, -0.02], [-0.34, 0.22, -0.15], [-0.07, 0.23, 0.20], [-0.12, -0.27, -0.02], [0.67, 0.34, -0.60], [0.09, 0.72, 0.96], [-0.09, -0.11, -0.10], [0.16, -0.33, 0.08], [-0.47, -0.15, 0.16], [-0.22, -0.23, -0.50], [-1.36, 1.28, -0.71], [0.62, -0.33, -0.28], [0.46, -0.23, -0.69], [0.04, -0.44, 0.74], [0.20, -0.12, 0.24], [0.18, 0.19, 0.63], [-0.05, 1.33, -0.79], [0.21, 0.42, -0.24], [-0.45, -0.60, 0.41], [0.45, -0.62, -0.23], [-0.18, -0.23, 0.78], [0.04, -0.30, 0.12], [0.49, -0.40, -0.56], [0.08, 0.23, 0.20], [-0.17, 0.05, -0.09], [0.03, 0.04, 0.07], [-0.26, 0.04, 0.36], [-0.15, 0.00, 0.13], [-0.43, -1.15, -0.29], [-0.01, 0.36, -1.08], [-0.12, 0.35, 0.32], [0.35, 0.24, 0.26], [0.23, 0.11, -0.03], [0.03, -0.05, 0.72], [-0.03, 0.27, 0.02], [-0.24, 0.04, 0.15], [-0.06, -0.04, -0.04], [0.09, -0.08, 0.17], [-0.10, -0.17, -0.17], [0.29, 0.01, -0.03], [-0.29, 0.34, -0.55], [0.01, -0.25, -0.21], [-0.18, -0.12, 0.24], [0.26, -0.16, 0.34], [0.16, 0.06, 0.06], [-0.03, 0.16, 0.15], [-0.27, -0.26, 0.41], [-0.28, -0.26, 0.01], [0.33, -0.33, -0.45], [0.34, -0.36, 0.45], [-0.69, -0.06, 0.10], [-0.58, 0.65, 0.00], [0.26, 0.25, -0.16], [0.09, 0.18, -0.05], [-0.13, -0.07, -0.15], [-0.13, 0.10, 0.13], [-0.05, 0.02, 0.07], [0.01, 0.44, -0.36], [0.17, -0.13, 0.09], [0.16, -0.63, -0.02], [0.28, 0.01, 0.07], [0.34, 0.17, -0.02], [-1.08, -0.40, -0.88], [0.03, 0.07, 0.17], [0.53, -0.16, 0.49], [-0.11, 0.06, -1.35], [-0.14, -0.24, 0.34], [0.17, 0.36, 0.78], [0.62, 0.07, 0.34], [0.04, 0.31, 0.25], [0.25, 0.05, 0.10], [-0.27, 0.18, -0.06], [-0.12, -0.22, 0.12], [0.14, -0.22, 0.32], [0.12, 0.27, 0.21], [-0.50, -0.02, 0.02], [0.48, -0.37, -0.55], [-0.18, 0.23, -0.22]],
  "lowdin_charge": [0.161, -0.164, -0.171, -0.210, -0.213, -0.182, -0.145, 0.217, -0.134, -0.165, -0.164, -0.149, -0.133, -0.146, -0.171, -0.123, 0.061, 0.063, 0.074, 0.026, -0.137, -0.123, 0.069, 0.076, 0.066, 0.071, -0.176, -0.135, 0.062, 0.072, 0.060, 0.029, -0.156, -0.125, 0.071, 0.077, 0.056, 0.058, -0.185, -0.119, 0.069, 0.072, 0.074, 0.049, -0.192, -0.107, 0.063, 0.073, 0.072, 0.039, -0.182, -0.117, 0.069, 0.065, 0.069, 0.033, -0.164, -0.116, 0.069, 0.074, 0.055, 0.057, -0.141, -0.175, -0.205, -0.216, -0.165, -0.123, 0.084, 0.087, 0.077, 0.123, 0.116, 0.118, 0.125, 0.083, 0.081, 0.079, -0.136, -0.178, -0.198, -0.240, -0.167, -0.088, 0.085, 0.086, 0.080, 0.124, 0.124, 0.114, 0.124, 0.093, 0.083, 0.083]
}